# 1
DFT (ωB97M-V with the def2-TZVPD basis set) results for one molecule with the formula C7H8O.

Values from the calculation:
- SMILES string = C#C/C=C/C=C\OC
- HOMO energy (eV) = -8.410

```
! wB97M-V def2-TZVPD RIJCOSX def2/J DEFGRID3
* xyz 0 1
H -2.10 2.59 -0.01
C -1.96 -0.65 -0.06
C 2.52 0.04 -0.23
C 3.59 0.66 0.23
O -2.25 0.60 -0.37
H 4.49 1.14 0.46
C -1.57 1.64 0.35
C 1.17 -0.27 -0.57
H -1.65 1.55 1.53
H -2.98 -1.23 0.05
H -0.50 1.84 -0.15
H 0.63 -0.03 -1.44
C 0.53 -1.10 0.20
C -0.89 -1.43 0.26
H 1.03 -1.49 1.08
H -1.26 -2.50 0.43
*
```

Atom charges from the natural (NBO) analysis, given in e for atoms 1 to 8: H 0.202; C 0.196; C -0.015; C -0.232; O -0.514; H 0.234; C -0.290; C -0.317



# 2
DFT (ωB97M-V with the def2-TZVPD basis set) results for C7H8O3 as an isolated structure.

Values from the calculation:
- HOMO energy (eV) = -8.500

```
! wB97M-V def2-TZVPD RIJCOSX def2/J DEFGRID3
* xyz 0 1
C -0.89 0.53 -0.04
H -4.06 0.44 0.12
O -1.09 -0.78 -0.49
H 1.04 -1.72 0.89
O 2.85 0.62 -0.79
H 1.40 -0.61 -1.29
H 2.75 1.53 -0.46
C 0.43 1.06 0.14
H 2.55 -0.54 1.37
H 2.85 -1.77 0.25
H -2.61 -1.98 -0.73
C -2.06 1.11 0.24
O 0.81 2.16 0.41
C 1.81 -0.24 -0.46
C -2.44 -0.94 -0.44
C 2.05 -1.17 0.71
C -3.08 0.16 -0.04
H -2.31 2.12 0.61
*
```

Atom charges from the natural (NBO) analysis, given in e for atoms 1 to 8: C 0.078; H 0.236; O -0.397; H 0.229; O -0.747; H 0.154; H 0.495; C 0.528



Short version: energy relative to the best compared isomer or geometry (same formula, charge and spin) = 131.0; 74.1 kcal per mole, in the order given.